(1)
Entry from the Open Molecules 2025 dataset: a 3-piece molecular cluster, C4H14NO2 overall at a distorted geometry (ωB97M-V/def2-TZVPD).

energy above the lowest of the compared OMol25 structures with the same formula, charge and spin: 40.6 kcal/mol
orbital gap: 10.97 eV
E_HOMO: -14.11 eV
charge: +1
lowest unoccupied orbital energy: -0.115 hartree

Positions of all 21 atoms, in Å:
C -1.988 0.234 -1.068
H 1.141 3.303 -0.961
H 0.553 -0.164 0.892
H 1.956 0.875 3.184
H -2.487 1.063 -0.574
O 1.276 0.207 3.015
H 0.086 1.338 0.428
C 1.035 -1.956 -1.033
H -0.937 0.451 1.250
H -0.929 -2.027 -1.806
H -0.287 2.716 -1.194
H 0.819 -0.019 3.824
H -1.006 -2.440 -0.047
C -0.869 -0.362 -0.673
H 1.161 -2.946 -1.467
O 0.566 2.556 -0.779
N -0.242 0.348 0.504
C -0.520 -1.825 -0.807
H 1.582 -1.817 -0.116
H 1.394 -1.265 -1.805
H -2.434 -0.100 -2.018

natural (NBO) atomic charge list, values in e, 2 entries: atom 1 (C): -0.374, atom 2 (H): 0.511

(2)
Entry from the Open Molecules 2025 dataset: a 2-piece molecular cluster, C4H14NO2 overall at a distorted geometry (ωB97M-V/def2-TZVPD).

energy above the lowest of the compared OMol25 structures with the same formula, charge and spin: 37.0 kcal/mol
orbital gap: 11.85 eV
E_HOMO: -15.10 eV
charge: +1
lowest unoccupied orbital energy: -0.119 hartree

Positions of all 21 atoms, in Å:
H -1.215 -0.547 -1.960
H 0.517 0.965 -2.190
C -0.010 0.158 -0.330
O -1.720 -1.553 -0.239
H 0.023 -1.730 -1.332
O 0.198 -2.668 2.986
H -0.634 1.982 -1.435
H -1.792 0.956 0.670
N -0.899 0.514 0.865
H 0.457 -3.519 3.329
H -1.043 -0.375 1.354
C -0.740 -0.996 -1.089
H 1.364 3.224 -0.416
H 1.921 2.508 -1.786
H 0.896 -0.170 0.177
H 2.191 1.630 -0.283
H -0.486 1.228 1.462
H 0.862 -2.719 2.272
C 1.462 2.219 -0.836
H -1.587 -2.471 -0.015
C 0.234 1.363 -1.202

natural (NBO) atomic charge list, values in e, 2 entries: atom 1 (H): 0.199, atom 2 (H): 0.243

(3)
Entry from the Open Molecules 2025 dataset: a 3-piece molecular cluster, C4H14NO2 overall at a distorted geometry (ωB97M-V/def2-TZVPD).

energy above the lowest of the compared OMol25 structures with the same formula, charge and spin: 10.3 kcal/mol
orbital gap (spin up / spin down): 8.31 / 4.63 eV
spin multiplicity: 2
E_HOMO (spin up / spin down): -17.94 / -17.94 eV
charge: +2
lowest unoccupied orbital energy (spin up / spin down): -0.354 / -0.489 hartree

Positions of all 21 atoms, in Å:
H -0.181 -2.483 -2.077
O 0.743 1.899 0.621
H -0.435 0.553 -1.713
C -0.019 -2.546 0.898
C -0.879 -1.982 -0.062
C 0.163 -0.350 -1.837
C -0.608 -1.659 -1.487
H -0.280 -2.495 1.950
H -1.054 2.824 3.068
N 1.419 -0.178 -0.976
H 2.047 -0.973 -1.105
H 1.216 -0.071 0.023
O -1.070 3.183 2.158
H 1.879 0.700 -1.227
H -1.812 -1.568 0.328
H -0.073 2.057 1.118
H -1.570 -1.476 -1.973
H 0.541 -0.257 -2.855
H -1.897 3.664 2.113
H 1.306 2.538 1.060
H 0.876 -3.019 0.500

natural (NBO) atomic charge list, values in e, 2 entries: atom 1 (H): 0.304, atom 2 (O): -1.028

(4)
Entry from the Open Molecules 2025 dataset: a 3-piece molecular cluster, C4H14NO2S overall at a distorted geometry (ωB97M-V/def2-TZVPD).

energy above the lowest of the compared OMol25 structures with the same formula, charge and spin: 35.4 kcal/mol
orbital gap: 6.17 eV
E_HOMO: -2.78 eV
charge: -1
lowest unoccupied orbital energy: 0.124 hartree

Positions of all 22 atoms, in Å:
H 3.239 0.149 -0.670
H -0.564 2.362 -1.009
N 2.604 -0.674 1.201
H 1.250 -1.659 2.564
H -0.840 -0.720 2.367
H -1.228 1.456 -4.399
H 2.069 -2.628 1.408
H 4.020 -1.420 -0.277
H 2.296 -1.383 -0.815
H 2.356 0.273 1.400
H 0.579 -1.185 -0.378
S -2.257 0.149 0.634
H -1.221 3.300 0.108
H 0.024 0.534 1.385
H -0.436 -2.357 0.541
O -1.557 0.673 -3.914
C -0.573 -0.398 1.343
C 0.242 -1.501 0.605
O -0.677 3.252 -0.677
H -1.508 1.094 -3.032
C 3.112 -0.850 -0.161
C 1.519 -1.716 1.445

natural (NBO) atomic charge list, values in e, 2 entries: atom 1 (H): 0.189, atom 2 (H): 0.486

(5)
Entry from the Open Molecules 2025 dataset: a 3-piece molecular cluster, C4H14NO2S overall (ωB97M-V/def2-TZVPD).

energy above the lowest of the compared OMol25 structures with the same formula, charge and spin: 3.1 kcal/mol
orbital gap: 6.86 eV
E_HOMO: -3.24 eV
charge: -1
lowest unoccupied orbital energy: 0.133 hartree

Positions of all 22 atoms, in Å:
H -2.903 -0.556 -1.945
O -2.732 -1.227 -2.616
H -1.786 -1.453 -2.410
N 0.139 -0.393 1.872
H 1.086 0.633 3.499
O -1.202 1.759 -2.123
H -2.084 1.681 -2.504
H 2.593 -0.175 0.297
C 0.434 -0.114 0.443
H 0.816 -1.103 2.134
H -0.634 0.916 3.329
H -0.368 0.531 0.070
H 0.545 1.663 2.216
H -0.718 -1.798 -0.113
S 0.443 -1.305 -2.152
H -0.738 0.946 -2.408
H 1.965 1.466 0.688
H 1.764 0.798 -0.908
H 1.041 -2.135 0.052
C 0.279 0.761 2.758
C 1.780 0.538 0.151
C 0.281 -1.433 -0.330

natural (NBO) atomic charge list, values in e, 2 entries: atom 1 (H): 0.449, atom 2 (O): -1.002

(6)
Entry from the Open Molecules 2025 dataset: C4H14NO3 as an isolated structure at a distorted geometry (ωB97M-V/def2-TZVPD).

energy above the lowest of the compared OMol25 structures with the same formula, charge and spin: 34.4 kcal/mol
orbital gap: 8.02 eV
E_HOMO: -4.10 eV
charge: -1
lowest unoccupied orbital energy: 0.144 hartree

Positions of all 22 atoms, in Å:
O -0.480 -0.210 -2.882
H -0.972 -0.838 -2.262
H -1.544 1.013 0.955
C -1.116 1.658 0.182
O -0.289 -1.628 1.145
H 0.992 -1.202 -0.438
H -2.208 -2.196 -0.751
H -1.857 2.497 0.280
H 0.601 2.986 -0.094
C 1.489 1.102 0.393
H 1.755 -2.154 0.843
H 1.520 0.725 -0.596
C 1.013 -1.359 0.665
H -0.108 0.224 -2.095
H 2.348 1.682 0.808
C 0.277 2.106 0.514
N 1.464 -0.075 1.310
H -1.538 1.169 -0.685
H 0.795 0.135 2.039
H -1.045 -1.281 0.232
H 0.287 2.265 1.618
O -1.723 -1.376 -0.799

natural (NBO) atomic charge list, values in e, 2 entries: atom 1 (O): -1.004, atom 2 (H): 0.514